1.
Entry from the OMol25 dataset: one molecule with the formula C12H9ClN2O in a non-equilibrium geometry (wB97M-V/def2-TZVPD).

HOMO energy in eV: -7.131
SMILES: COc1ccc2nccc3c2c1NC(Cl)=C3
Gap between HOMO and LUMO in eV: 7.57
Charge: 0

```
25
C12H9ClN2O | the OMol25 dataset | wB97M-V/def2-TZVPD
Cl -3.1226 2.6715 -1.8223
O -1.9201 -2.0353 0.0289
N 2.8101 0.7925 0.8932
N -1.7227 0.5763 -0.7868
C -0.5978 -0.0422 -0.1541
C 0.6610 1.9819 -0.4874
C 1.5623 -1.1779 1.2251
C -1.8994 -3.4744 0.0164
C 0.3638 -1.8807 1.0247
C 2.8974 2.0053 0.3948
C -0.4793 2.5947 -1.1287
C -0.7172 -1.3703 0.2824
C 1.8448 2.6698 -0.2665
C 1.6785 0.1291 0.7248
C 0.5698 0.7105 0.0460
C -1.6598 1.8796 -1.2704
H -1.8402 -3.8833 1.0247
H 2.3245 -1.6189 1.8601
H -2.8446 -3.8227 -0.4358
H 1.9650 3.7037 -0.5944
H -2.6183 0.1197 -0.6923
H 3.8311 2.5624 0.5946
H -1.0383 -3.8720 -0.5833
H -0.3725 3.6432 -1.4206
H 0.3245 -2.8626 1.5268
```

---

2.
Entry from the OMol25 dataset: C12H9CuF9NO16S2 as an isolated structure in a non-equilibrium geometry (wB97M-V/def2-TZVPD).

HOMO energy (spin up / spin down) in eV: -6.140 / -6.144
Multiplicity: 2
Gap between HOMO and LUMO (spin up / spin down) in eV: 5.90 / 5.93
Charge: -1

```
50
C12H9CuF9NO16S2 | the OMol25 dataset | wB97M-V/def2-TZVPD
Cu -0.8792 11.3216 11.6401
S -5.9645 11.4044 11.3651
S -5.1302 8.9751 10.8117
F -6.5387 9.8112 8.5947
F 5.5231 6.1623 9.4568
F -4.5492 9.4862 8.1671
F -7.3509 12.0603 13.7193
F -5.8782 7.8672 8.6165
F 0.6904 12.1580 20.0844
F -5.9279 10.5659 14.0361
F -5.2085 12.6328 13.5957
F 3.6012 12.1255 4.2676
O 2.7070 10.1399 5.0714
O -6.2514 8.3911 11.5111
O -5.8124 12.7305 10.8305
O 0.8211 11.2313 4.4510
O 0.9874 16.1548 11.2492
O -1.2599 11.3794 16.6025
O -7.2176 10.6915 10.9744
O -1.1544 10.5673 18.7101
O -0.5211 14.8237 11.2504
O 0.9655 10.5672 6.5909
O 1.3889 14.0132 11.8400
O 4.4634 7.3802 11.1214
O -3.9491 8.1207 10.8051
O -0.8468 12.6392 18.4454
O 3.1071 5.7412 11.4410
O 2.3038 7.8040 11.7567
N -4.6038 10.5375 11.2327
C -1.5878 11.2115 19.9699
C -0.5496 12.4822 19.7931
C 1.6751 11.0454 3.2457
C -6.1443 11.7190 13.3537
C 3.2010 7.0702 11.4641
C -1.0753 11.5321 17.8155
C 5.2642 6.2712 10.8031
C 0.6776 14.9683 11.4991
C -5.4888 9.0991 8.9632
C 1.5306 10.6507 5.5049
C 3.0140 10.9139 3.9362
C 4.4629 5.1423 11.3930
H 1.6631 11.8908 2.5578
H -1.2839 10.6946 20.8801
H 3.7570 10.4074 3.3203
H 1.5156 10.1601 2.6302
H -2.6217 11.5558 19.9463
H 4.8314 4.8206 12.3671
H 6.2768 6.3124 11.2046
H -0.8812 13.3289 20.3940
H 4.5773 4.3769 10.6254
```

---

3.
Entry from the OMol25 dataset: C12H9F6N3O6PtS4 as an isolated structure (wB97M-V/def2-TZVPD).

HOMO energy in eV: -8.598
Gap between HOMO and LUMO in eV: 7.89
Charge: 0

```
41
C12H9F6N3O6PtS4 | the OMol25 dataset | wB97M-V/def2-TZVPD
Pt 0.7221 -1.2083 -0.2542
S -1.5989 2.6789 -0.9561
S -0.4972 0.7216 -2.9017
S 0.3964 -3.4693 -2.0338
S 2.7630 -2.0835 -1.9760
F -1.1636 -2.5284 -3.9252
F 2.8105 0.5814 -1.7674
F 4.5923 -0.3736 -2.5220
F -1.9705 -4.1617 -2.7504
F -1.9119 -2.1641 -1.9278
F 2.8391 -0.1916 -3.7855
O 0.5822 -0.8606 1.6694
O -1.7043 2.4728 2.8878
O 3.4807 -2.9810 -2.8070
O 2.9410 -2.1462 -0.5311
O 0.2503 -3.6876 -0.6133
O 0.8887 -4.5158 -2.8570
N -0.3606 0.4490 -0.2592
N -0.6701 0.9317 1.0114
N 1.1425 -2.0051 -2.2403
C -0.6245 1.1259 6.0533
C -0.8824 2.3738 -3.5386
C -1.2767 -3.0302 -2.7037
C -0.1346 0.1941 1.9431
C 0.2804 -0.2631 4.3318
C -1.0859 1.6482 3.7501
C -0.7648 1.1729 -1.2409
C 3.2639 -0.3862 -2.5459
C 0.1356 0.0208 5.6715
C -0.3207 0.5378 3.3547
C -1.2276 1.9290 5.1094
C -2.0145 2.9342 -2.7027
H -1.5315 2.1576 1.9770
H -2.1324 4.0063 -2.8554
H 0.8642 -1.1132 4.0077
H -0.7463 1.3599 7.1033
H -2.9561 2.4336 -2.9242
H -1.1688 2.2580 -4.5831
H 0.6055 -0.6065 6.4158
H 0.0062 3.0005 -3.4756
H -1.8208 2.7881 5.3917
```

---

4.
Entry from the OMol25 dataset: an isolated ion of composition C12H9S2Se and charge -1 in a non-equilibrium geometry (wB97M-V/def2-TZVPD).

HOMO energy in eV: -3.054
Gap between HOMO and LUMO in eV: 5.96
Charge: -1

```
24
C12H9S2Se | the OMol25 dataset | wB97M-V/def2-TZVPD
Se -0.8687 -2.2959 0.8477
S 2.0444 0.5278 -0.0263
S 3.2262 -1.6339 -2.0811
C -1.6781 -0.1416 2.6214
C 0.9280 0.8883 1.1373
C -1.3591 1.1464 3.1922
C -0.6390 -1.1873 -3.2497
C 1.5286 -1.0917 -2.1921
C 1.0380 -0.1616 -1.3093
C 0.6386 -1.6030 -3.1107
C -0.3469 2.0178 2.8472
C -1.0589 -0.8323 1.6778
C 0.8345 1.8702 2.0650
C -0.2729 0.3102 -1.3598
C -1.1472 -0.1741 -2.4249
H -0.6249 0.8952 -0.5288
H 1.5475 2.7354 2.3024
H -1.1503 -1.4591 -4.1216
H -2.4675 -0.6646 3.3383
H 3.4693 -1.3628 -0.7905
H -0.4436 2.9905 3.4534
H -2.1338 1.3777 3.8260
H 1.1046 -2.3018 -3.7740
H -2.1688 0.1500 -2.3399
```